1.
C27H64O12S | ωB97M-V/def2-TZVPD

Computed properties:
- structure (SMILES) = CCOS(C)(=O)=O.C1CCOC1.C1CCOC1.C1CCOC1.C1CCOC1.C1CCOC1.CO.CO.CO.CO
- electronic energy (a.u.) = -2367.9766
- net charge = 0
- frontier orbital gap (eV) = 9.4751

Last column: Mulliken charge in e.
Atoms and positions in Å:
C: -0.07511 -1.29094 -1.57592  -0.177
C: -0.38399 -1.03851 -0.10361  0.706
C: -1.58129 -0.02807 -0.15038  0.149
O: -1.84269 0.28021 -1.54842  -0.518
C: -0.58094 0.05286 -2.20088  -0.628
H: -0.56627 -2.16650 -2.09274  0.102
H: 0.99391 -1.54817 -1.70165  0.066
H: 0.51701 -0.66334 0.32279  0.265
H: -0.60313 -1.98645 0.44286  -0.433
H: -1.41403 0.91772 0.39190  0.139
H: -2.52947 -0.39520 0.19303  -0.375
H: 0.06559 0.89445 -2.11460  0.292
H: -0.86962 -0.06383 -3.28182  0.362
C: 1.34540 -5.16294 -2.67522  -0.472
C: 0.50833 -5.92311 -1.68394  -0.652
C: 0.95479 -5.51076 -0.27815  0.008
O: 2.30600 -4.98537 -0.50786  -0.372
C: 2.50471 -4.60258 -1.80478  0.015
H: 0.76304 -4.32751 -3.05418  0.122
H: 1.69731 -5.73234 -3.52809  0.348
H: 0.60742 -6.99117 -1.73121  0.303
H: -0.54975 -5.83845 -1.86459  0.340
H: 1.06497 -6.38675 0.32207  0.402
H: 0.26362 -4.69416 0.23840  -0.196
H: 3.43639 -4.99451 -2.26619  0.274
H: 2.67528 -3.51243 -1.93151  -0.117
C: -4.24408 -2.82802 0.70271  0.791
C: -4.83530 -4.12338 0.15917  -0.460
C: -5.91640 -3.65853 -0.72954  -0.562
O: -6.20069 -2.30423 -0.34826  -0.509
C: -4.89936 -1.78230 -0.10159  -0.023
H: -3.14275 -2.87532 0.54022  -0.434
H: -4.30321 -2.63202 1.80374  -0.050
H: -5.25581 -4.80074 0.98294  0.267
H: -4.13683 -4.71504 -0.42936  0.225
H: -6.80890 -4.28167 -0.60876  0.308
H: -5.72690 -3.69437 -1.77823  0.326
H: -5.07646 -0.78114 0.30904  -0.034
H: -4.34258 -1.64977 -1.04144  0.231
C: 4.62369 -2.06255 1.64702  -0.710
C: 3.69801 -3.00689 2.39695  -0.601
C: 2.36754 -2.55885 1.86748  -0.284
O: 2.59344 -1.84886 0.59325  -0.099
C: 3.98410 -1.93399 0.33181  -0.031
H: 5.66330 -2.46176 1.52906  0.376
H: 4.68658 -1.04083 2.05399  0.282
H: 3.79329 -3.08141 3.48773  0.386
H: 3.93629 -3.98016 1.91070  0.170
H: 1.81301 -1.90582 2.47984  0.437
H: 1.72697 -3.34721 1.57803  -0.004
H: 4.19759 -1.03247 -0.25967  0.005
H: 4.32964 -2.91525 -0.26806  0.095
C: 3.05923 1.82437 -4.86974  -0.601
C: 2.77160 1.97598 -3.39476  -0.310
C: 3.10546 0.60036 -2.76329  0.464
O: 3.50474 -0.27482 -3.82140  -0.410
C: 2.97989 0.31707 -5.01696  -0.431
H: 4.07578 2.12269 -5.06238  0.254
H: 2.35467 2.43967 -5.41866  0.374
H: 1.66090 2.04453 -3.33764  0.087
H: 3.23773 2.83060 -2.87067  0.405
H: 2.19351 0.15771 -2.25794  -0.582
H: 3.98451 0.69232 -2.12072  0.210
H: 1.89055 0.02763 -5.14457  0.176
H: 3.53368 -0.14292 -5.84805  0.341
C: -1.86878 -3.90532 3.75171  -0.739
O: -1.29186 -3.07223 2.72636  -0.133
H: -1.15274 -4.70599 3.96408  0.236
H: -2.01007 -3.37594 4.69835  0.310
H: -2.82190 -4.26906 3.38510  0.227
H: -1.74130 -2.20922 2.76987  0.113
C: -2.36362 3.92755 -0.69520  -0.693
O: -3.00452 2.71701 -0.57754  -0.541
H: -1.52048 3.93993 0.01395  0.260
H: -1.98786 4.07035 -1.73630  0.298
H: -3.11075 4.71253 -0.41215  0.247
H: -2.66612 1.99924 -1.15469  0.330
C: -6.17102 2.13703 1.18186  -0.673
O: -4.81715 1.87914 1.45345  -0.360
H: -6.40295 3.05354 0.51542  0.231
H: -6.76240 1.34420 0.70498  0.268
H: -6.69897 2.49005 2.11081  0.263
H: -4.25389 2.27960 0.74879  0.353
C: -2.83042 0.66753 4.10603  -0.743
O: -3.12959 -0.25208 3.02207  -0.289
H: -3.69111 1.28911 4.37999  0.278
H: -2.61426 0.01972 4.94318  0.253
H: -1.98308 1.32647 3.91640  0.303
H: -3.54510 0.30774 2.41167  0.177
O: 3.86586 9.29313 2.84514  -0.620
S: 4.19032 7.90466 2.58733  1.156
O: 4.47480 7.06343 3.67610  -0.626
O: 3.01561 7.17656 1.84850  -0.266
C: 2.10142 8.06116 1.16909  -0.209
C: 1.18977 7.23216 0.40546  -1.248
C: 5.53192 7.74163 1.46769  -0.861
H: 2.77036 8.73150 0.60605  0.394
H: 1.54695 8.65351 1.91627  0.302
H: 0.38487 7.83251 0.03030  0.397
H: 0.77842 6.49146 1.10093  0.287
H: 1.74322 6.74303 -0.35595  0.322
H: 6.37607 8.12095 1.97779  0.366
H: 5.29528 8.30278 0.54676  0.292
H: 5.59113 6.66593 1.25306  0.316



2.
C27H65BN10O12 | ωB97M-V/def2-TZVPD

Computed properties:
- structure (SMILES) = NB(O)OC(=O)NCCO.CNC(C)=O.CNC(C)=O.CNC(C)=O.CNC(C)=O.CNC(C)=O.CNC(C)=O.CNC(C)=O.CNC(C)=O
- electronic energy (a.u.) = -2543.3372
- net charge = 0
- frontier orbital gap (eV) = 9.1796

Last column: Mulliken charge in e.
Atoms and positions in Å:
N: 2.74793 -0.26214 0.19131  -0.410
B: 2.76799 0.74798 -0.81403  0.613
O: 3.47185 0.50424 -1.95192  -0.220
O: 2.17077 2.01847 -0.71581  -0.704
C: 0.94827 2.06799 -0.12121  0.364
O: 0.83571 2.07570 1.04405  -0.498
N: -0.11552 2.19708 -0.94575  -0.127
C: -1.29964 1.39537 -0.62622  -1.016
C: -1.02393 -0.04886 -0.35485  -0.414
O: -0.26982 -0.60732 -1.39807  -0.428
H: 3.70058 -0.46914 0.46567  0.223
H: 2.24301 0.01213 1.02505  0.173
H: 3.23205 1.15917 -2.61502  0.210
H: 0.13791 2.13893 -1.92132  0.336
H: -2.00152 1.42504 -1.44091  0.511
H: -1.80071 1.82289 0.22939  0.238
H: -0.59015 -0.21072 0.62893  0.271
H: -1.97883 -0.54181 -0.33042  0.626
H: -0.62632 -1.47996 -1.59574  0.280
C: 7.41465 -1.38915 -5.15864  -1.334
C: 6.18234 -0.79048 -4.52064  0.921
O: 5.65919 0.22460 -4.95595  -0.655
N: 5.66742 -1.42286 -3.43640  -0.047
C: 6.14645 -2.62698 -2.78577  -0.878
H: 7.70168 -0.77468 -6.00618  0.292
H: 8.24149 -1.41155 -4.44772  0.350
H: 7.20967 -2.40001 -5.51346  0.354
H: 4.84673 -0.96917 -3.05851  0.132
H: 5.36240 -3.38646 -2.80252  0.259
H: 6.38838 -2.40570 -1.74476  0.274
H: 7.02958 -3.01922 -3.27851  0.369
C: -0.19047 4.31981 2.51289  -0.906
C: -1.41544 4.84852 3.21576  0.498
O: -2.44154 5.13975 2.61521  -0.692
N: -1.34282 4.99424 4.56471  -0.095
C: -0.22006 4.70032 5.44321  -0.595
H: -0.38923 4.25579 1.44985  0.247
H: 0.65287 4.99503 2.67275  0.232
H: 0.05727 3.32818 2.87772  0.425
H: -2.18987 5.35243 4.97581  0.207
H: -0.52487 3.96020 6.18209  0.262
H: 0.07587 5.61074 5.96678  0.138
H: 0.62870 4.32072 4.88547  0.276
C: -1.15249 -5.68812 -2.44693  -1.220
C: -0.38708 -4.39163 -2.46714  0.743
O: -0.52256 -3.53980 -1.59812  -0.738
N: 0.47625 -4.18112 -3.49186  -0.079
C: 0.78184 -5.05352 -4.61216  -0.907
H: -1.79466 -5.70451 -1.57152  0.249
H: -1.77315 -5.77351 -3.34119  0.344
H: -0.46735 -6.53480 -2.39082  0.401
H: 0.95095 -3.29253 -3.43685  0.194
H: 1.84842 -5.28646 -4.60200  0.277
H: 0.54515 -4.53229 -5.54170  0.290
H: 0.21417 -5.97675 -4.57033  0.330
C: -4.83968 -1.64344 -3.69214  -1.359
C: -4.50488 -0.79888 -2.48687  0.762
O: -3.38226 -0.77570 -2.00626  -0.418
N: -5.50183 -0.05384 -1.94323  -0.181
C: -6.88559 0.04841 -2.37025  -0.905
H: -3.94479 -2.17366 -4.00328  0.162
H: -5.61052 -2.37443 -3.44546  0.417
H: -5.18001 -1.01552 -4.51664  0.379
H: -5.20939 0.48483 -1.14271  0.228
H: -7.11302 1.08576 -2.62053  0.292
H: -7.54126 -0.26407 -1.55605  0.296
H: -7.07705 -0.57440 -3.23681  0.353
C: -1.98577 -7.39123 -8.02203  -1.395
C: -2.31015 -6.23239 -7.11101  0.869
O: -2.44813 -6.37469 -5.90595  -0.625
N: -2.44583 -5.00507 -7.67882  -0.125
C: -2.31951 -4.64076 -9.07898  -0.860
H: -1.91025 -8.29376 -7.42397  0.302
H: -2.77433 -7.52815 -8.76273  0.380
H: -1.03344 -7.22599 -8.52736  0.380
H: -2.66177 -4.27835 -7.01459  0.174
H: -1.52552 -3.90100 -9.19223  0.286
H: -3.25573 -4.20107 -9.42629  0.291
H: -2.08695 -5.50488 -9.69092  0.323
C: 0.00491 -5.62389 1.95025  -1.174
C: -0.73789 -6.93620 1.90703  0.789
O: -0.25091 -7.94480 1.42156  -0.659
N: -1.99260 -6.96302 2.43378  -0.175
C: -2.73377 -5.87579 3.04642  -0.813
H: 0.98109 -5.75745 1.49543  0.260
H: -0.53900 -4.86259 1.38821  0.285
H: 0.14298 -5.29603 2.98154  0.399
H: -2.43296 -7.86722 2.37344  0.218
H: -2.98693 -6.14123 4.07454  0.283
H: -3.65951 -5.70860 2.49299  0.269
H: -2.15526 -4.95894 3.05046  0.324
C: 4.25469 6.05341 3.44808  -1.145
C: 3.92632 7.29140 4.24769  0.786
O: 3.91549 7.29355 5.46776  -0.653
N: 3.63572 8.42507 3.55359  -0.158
C: 3.59602 8.61472 2.11470  -0.816
H: 4.46131 5.23518 4.13048  0.266
H: 3.40861 5.77738 2.81703  0.235
H: 5.13668 6.22168 2.82903  0.394
H: 3.42565 9.21332 4.14491  0.219
H: 4.31212 9.38738 1.82930  0.288
H: 2.59755 8.93982 1.81757  0.276
H: 3.83867 7.69749 1.59010  0.315
C: -0.27362 6.62222 8.97143  -1.340
C: -0.93274 5.28187 9.19522  0.793
O: -0.44940 4.24482 8.77187  -0.634
N: -2.10022 5.26400 9.89387  -0.171
C: -2.82160 6.38379 10.47064  -0.811
H: 0.64012 6.47194 8.40460  0.283
H: -0.93155 7.28318 8.40513  0.353
H: -0.01969 7.08775 9.92435  0.443
H: -2.48489 4.33944 10.00659  0.233
H: -2.91563 6.24021 11.54841  0.279
H: -3.82256 6.43381 10.03861  0.276
H: -2.30899 7.32048 10.28285  0.313